[1]
Formula: C5H5ClFNO3S
Source: the Open Molecules 2025 dataset
Level of theory: ωB97M-V/def2-TZVPD

Element x y z (Å)
C (-0.304, 0.947, -0.198)
C (-0.259, 0.787, 1.252)
C (-0.175, -0.105, -1.003)
C (0.275, -0.411, 1.720)
C (0.277, -1.468, -0.583)
N (0.871, -1.234, 0.748)
O (3.891, -0.190, 0.777)
O (2.306, 1.200, -0.606)
O (3.007, -0.944, -1.433)
F (1.513, -2.287, 1.259)
S (3.109, 0.030, -0.407)
Cl (-0.963, -2.831, -0.514)
H (-0.538, 1.978, -0.578)
H (-0.735, 1.490, 1.958)
H (-0.432, 0.166, -2.094)
H (0.431, -0.665, 2.704)
H (1.153, -1.782, -1.256)

**Total charge**: 0
**Energy above the lowest of the compared OMol25 structures with the same formula, charge and spin**: 37.11 kcal per mole
**HOMO**: -0.317 hartree
**Structure (SMILES)**: FN1C=CC=C[C@@H]1Cl.O=S(=O)=O
**Lowest unoccupied orbital energy**: -0.62 eV
**Gap between HOMO and LUMO**: 8.0 eV

Want to see where the charge sits? The natural (NBO) charges in e are: atom 1 (C): -0.17, atom 2 (C): -0.28, atom 3 (C): -0.24, atom 4 (C): -0.02, atom 5 (C): -0.09, atom 6 (N): -0.06, atom 7 (O): -0.80, atom 8 (O): -0.82, atom 9 (O): -0.85, atom 10 (F): -0.20, atom 11 (S): 2.45, atom 12 (Cl): -0.10, atom 13 (H): 0.23, atom 14 (H): 0.24, atom 15 (H): 0.24, atom 16 (H): 0.23, atom 17 (H): 0.27

[2]
Formula: C5H5ClO2
Source: the Open Molecules 2025 dataset
Level of theory: ωB97M-V/def2-TZVPD

Element x y z (Å)
C (1.837, 0.389, -2.091)
C (0.643, 0.426, -1.630)
C (3.178, 0.269, -2.605)
C (-0.970, 0.453, 0.121)
C (-1.408, -0.274, 1.371)
O (-1.487, 1.458, -0.284)
O (0.155, -0.127, -0.490)
Cl (4.531, 1.281, -2.207)
H (-0.097, 1.071, -2.003)
H (3.486, -0.417, -3.400)
H (-1.012, -1.349, 1.199)
H (-2.538, -0.167, 1.660)
H (-0.850, 0.273, 2.165)

**Total charge**: 0
**Energy above the lowest of the compared OMol25 structures with the same formula, charge and spin**: 56.81 kcal per mole
**HOMO**: -0.346 hartree
**Structure (SMILES)**: CC(=O)OC=C=CCl
**Lowest unoccupied orbital energy**: 0.55 eV
**Gap between HOMO and LUMO**: 10.0 eV

Want to see where the charge sits? The natural (NBO) charges in e are: atom 1 (C): -0.02, atom 2 (C): 0.06, atom 3 (C): -0.26, atom 4 (C): 0.80, atom 5 (C): -0.73, atom 6 (O): -0.56, atom 7 (O): -0.51, atom 8 (Cl): 0.02, atom 9 (H): 0.22, atom 10 (H): 0.23, atom 11 (H): 0.25, atom 12 (H): 0.26, atom 13 (H): 0.25

[3]
Formula: C5H5CuO6
Source: the Open Molecules 2025 dataset
Level of theory: ωB97M-V/def2-TZVPD

Element x y z (Å)
C (-3.581, 2.792, 0.494)
C (-1.985, 2.857, 0.781)
O (-1.352, 3.193, -0.307)
O (-4.337, 2.697, 1.394)
H (-3.839, 2.879, -0.580)
H (-2.029, 3.659, 1.557)
C (1.839, -0.031, -0.226)
C (2.064, -1.372, 0.419)
O (3.456, -1.349, 0.714)
C (4.008, -0.216, 0.314)
O (3.020, 0.620, -0.179)
O (5.159, 0.054, 0.278)
O (0.967, 0.325, -0.980)
H (1.833, -2.199, -0.264)
H (1.476, -1.469, 1.340)
Cu (0.399, 2.536, -1.665)
H (-1.658, 1.864, 1.237)

**Total charge**: +1
**Multiplicity**: 2
**Energy above the lowest of the compared OMol25 structures with the same formula, charge and spin**: 0.00 kcal per mole
**HOMO (alpha / beta)**: -0.524 / -0.525 hartree
**Lowest unoccupied orbital energy (alpha / beta)**: -5.11 / -6.81 eV
**Gap between HOMO and LUMO (alpha / beta)**: 9.2 / 7.5 eV
**Expectation value of S²**: 0.758

Want to see where the charge sits? The natural (NBO) charges in e are: atom 1 (C): 0.46, atom 2 (C): -0.16, atom 3 (O): -0.55, atom 4 (O): -0.36, atom 5 (H): 0.19, atom 6 (H): 0.25, atom 7 (C): 0.80, atom 8 (C): -0.20, atom 9 (O): -0.45, atom 10 (C): 0.96, atom 11 (O): -0.48, atom 12 (O): -0.48, atom 13 (O): -0.63, atom 14 (H): 0.26, atom 15 (H): 0.25, atom 16 (Cu): 0.96, atom 17 (H): 0.19

[4]
Formula: C5H5F2N3
Source: the Open Molecules 2025 dataset
Level of theory: ωB97M-V/def2-TZVPD

Element x y z (Å)
C (2.032, -0.940, -0.514)
C (0.588, -0.869, -0.742)
C (2.597, 0.074, 0.280)
C (0.508, 1.211, 0.584)
C (-0.037, 0.255, -0.188)
N (1.823, 1.074, 0.776)
N (-2.793, -0.459, -0.301)
N (-2.105, 0.470, -0.577)
F (-2.647, -1.207, 1.205)
F (-2.460, 1.914, 0.120)
H (2.606, -1.773, -0.943)
H (0.030, -1.573, -1.321)
H (3.693, 0.258, 0.424)
H (0.006, 2.058, 1.225)
H (-3.843, -0.493, -0.029)

**Total charge**: 0
**Energy above the lowest of the compared OMol25 structures with the same formula, charge and spin**: 202.71 kcal per mole
**HOMO (alpha / beta)**: -0.373 / -0.373 hartree
**Lowest unoccupied orbital energy (alpha / beta)**: -1.63 / -1.63 eV
**Gap between HOMO and LUMO (alpha / beta)**: 8.5 / 8.5 eV

Want to see where the charge sits? The natural (NBO) charges in e are: atom 1 (C): -0.22, atom 2 (C): -0.25, atom 3 (C): 0.02, atom 4 (C): -0.06, atom 5 (C): 0.32, atom 6 (N): -0.37, atom 7 (N): -0.09, atom 8 (N): 0.14, atom 9 (F): -0.52, atom 10 (F): -0.45, atom 11 (H): 0.24, atom 12 (H): 0.27, atom 13 (H): 0.23, atom 14 (H): 0.28, atom 15 (H): 0.45

What did the first record say?
Formula: C5H5ClFNO3S
Source: the Open Molecules 2025 dataset
Level of theory: ωB97M-V/def2-TZVPD

Element x y z (Å)
C (-0.304, 0.947, -0.198)
C (-0.259, 0.787, 1.252)
C (-0.175, -0.105, -1.003)
C (0.275, -0.411, 1.720)
C (0.277, -1.468, -0.583)
N (0.871, -1.234, 0.748)
O (3.891, -0.190, 0.777)
O (2.306, 1.200, -0.606)
O (3.007, -0.944, -1.433)
F (1.513, -2.287, 1.259)
S (3.109, 0.030, -0.407)
Cl (-0.963, -2.831, -0.514)
H (-0.538, 1.978, -0.578)
H (-0.735, 1.490, 1.958)
H (-0.432, 0.166, -2.094)
H (0.431, -0.665, 2.704)
H (1.153, -1.782, -1.256)

**Total charge**: 0
**Energy above the lowest of the compared OMol25 structures with the same formula, charge and spin**: 37.11 kcal per mole
**HOMO**: -0.317 hartree
**Structure (SMILES)**: FN1C=CC=C[C@@H]1Cl.O=S(=O)=O
**Lowest unoccupied orbital energy**: -0.62 eV
**Gap between HOMO and LUMO**: 8.0 eV

Want to see where the charge sits? The natural (NBO) charges in e are: atom 1 (C): -0.17, atom 2 (C): -0.28, atom 3 (C): -0.24, atom 4 (C): -0.02, atom 5 (C): -0.09, atom 6 (N): -0.06, atom 7 (O): -0.80, atom 8 (O): -0.82, atom 9 (O): -0.85, atom 10 (F): -0.20, atom 11 (S): 2.45, atom 12 (Cl): -0.10, atom 13 (H): 0.23, atom 14 (H): 0.24, atom 15 (H): 0.24, atom 16 (H): 0.23, atom 17 (H): 0.27

- The lowest energy above the lowest of the compared OMol25 structures with the same formula, charge and spin belongs to which entry?
  C5H5CuO6

- Which value of total charge does entry 1 give?
  0